50
Properties=species:S:1:pos:R:3 method="wB97M-V/def2-TZVPD" de_lowest_kj_mol=0.0 spin_multiplicity=2 charge=+3 e_homo_ev="-17.5 / -17.5" s2=0.77
Yb 1.669 2.151 -0.379
C 2.577 0.353 -1.888
O 2.925 -0.544 -2.524
C 3.697 2.590 -1.826
O 4.621 2.818 -2.469
C 3.486 1.376 1.186
O 4.251 0.851 1.861
C 0.712 3.075 -2.495
O 0.088 3.260 -3.435
C 1.230 4.408 0.981
H 0.208 4.604 0.631
H 1.305 4.029 2.010
C 2.313 4.675 0.229
H 3.341 4.548 0.602
H 2.244 5.147 -0.764
O -0.138 1.104 -0.204
P -0.718 -0.303 0.008
C 0.660 -1.400 0.317
C 0.907 -2.522 -0.482
C 1.975 -3.367 -0.162
C 2.797 -3.086 0.934
C 2.563 -1.939 1.703
C 1.499 -1.099 1.401
C -1.713 -0.335 1.480
C -2.183 -1.573 1.966
C -2.903 -1.622 3.163
C -3.149 -0.445 3.880
C -2.670 0.783 3.403
C -1.964 0.845 2.199
C -1.634 -0.755 -1.442
C -2.961 -1.214 -1.343
C -3.635 -1.644 -2.492
C -2.996 -1.607 -3.738
C -1.688 -1.113 -3.841
C -1.010 -0.679 -2.701
H 0.259 -2.742 -1.332
H 2.153 -4.259 -0.765
H 3.613 -3.762 1.201
H 3.199 -1.716 2.561
H 1.283 -0.227 2.033
H -1.986 -2.497 1.416
H -3.272 -2.579 3.534
H -3.713 -0.479 4.814
H -2.844 1.702 3.963
H -1.605 1.802 1.810
H -3.457 -1.245 -0.373
H -4.652 -2.030 -2.407
H -3.510 -1.973 -4.630
H -1.183 -1.080 -4.809
H 0.009 -0.286 -2.783